1.
DFT (ωB97M-V/def2-TZVPD) results for one molecule with the formula C3H7NO2.

Computed properties:
Orbital gap ... 10.43 eV
2S+1 ... 1
SMILES string ... O=CNCCO
HOMO ... -9.7 eV

Each line ends with the Löwdin charge.
Geometry (Å):
O  1.246  1.344  1.458  0.038
C  1.580  0.603  0.560  -0.384
N  0.889  0.400  -0.606  0.009
C  -0.554  0.570  -0.669  -0.168
C  -1.238  -0.656  -0.047  -0.253
O  -0.774  -0.938  1.252  -0.057
H  2.495  -0.019  0.596  0.133
H  1.285  -0.277  -1.243  0.129
H  -0.818  1.478  -0.123  0.124
H  -0.855  0.691  -1.717  0.120
H  -2.312  -0.475  0.052  0.121
H  -1.100  -1.527  -0.710  0.116
H  0.154  -1.194  1.196  0.073

---

2.
DFT (ωB97M-V/def2-TZVPD) results for one molecule with the formula C3H7NO2.

Computed properties:
Orbital gap ... 10.59 eV
2S+1 ... 1
SMILES string ... CNC(=O)OC
HOMO ... -9.7 eV

Each line ends with the Löwdin charge.
Geometry (Å):
C  1.758  0.241  -1.102  -0.073
N  1.044  0.879  -0.018  0.027
C  -0.134  0.519  0.554  -0.597
O  -0.649  1.138  1.465  0.069
O  -0.674  -0.593  0.007  -0.046
C  -1.921  -0.952  0.605  -0.054
H  2.725  -0.150  -0.762  0.082
H  1.938  0.952  -1.917  0.082
H  1.164  -0.588  -1.489  0.084
H  1.438  1.699  0.414  0.143
H  -1.790  -1.138  1.674  0.095
H  -2.249  -1.858  0.096  0.092
H  -2.651  -0.149  0.472  0.096

---

3.
DFT (ωB97M-V/def2-TZVPD) results for a 2-piece molecular cluster, C3H7NO2S overall.

Computed properties:
Orbital gap (alpha / beta) ... 6.92 / 6.44 eV
2S+1 ... 2
Total charge ... -1
HOMO (alpha / beta) ... -3.0 / -3.3 eV

Each line ends with the Löwdin charge.
Geometry (Å):
O  0.546  1.498  0.661  0.017
C  1.068  0.353  0.047  -0.669
O  2.198  0.329  -0.482  -0.015
C  0.642  -1.105  0.628  -0.324
C  -0.061  -0.596  -0.610  -0.673
S  -1.812  -0.580  -0.489  0.357
N  -0.087  -1.164  1.855  -0.006
H  1.373  2.001  0.616  0.096
H  1.545  -1.698  0.568  0.119
H  0.306  -1.048  -1.525  0.070
H  -2.117  2.124  -2.446  0.001
H  -2.422  1.490  -2.671  -0.020
H  -0.119  -0.202  2.185  0.059
H  -1.060  -1.401  1.662  -0.011

---

4.
DFT (ωB97M-V/def2-TZVPD) results for a 2-piece molecular cluster, C3H7NO2S overall.

Computed properties:
Orbital gap ... 8.93 eV
2S+1 ... 1
HOMO ... -9.9 eV

Each line ends with the Löwdin charge.
Geometry (Å):
C  -1.385  -1.225  -0.342  -0.151
C  -1.078  0.234  -0.253  -0.352
C  -0.626  0.961  1.034  -0.062
N  -0.076  -0.728  -0.776  -0.066
O  2.863  0.536  -1.177  -0.445
O  3.940  -0.109  0.903  -0.445
S  2.799  -0.293  0.027  0.877
H  -1.433  -1.682  0.606  0.090
H  -2.173  -1.455  -0.991  0.084
H  -1.461  0.826  -1.106  0.132
H  0.217  0.397  1.380  0.033
H  -1.451  1.153  1.642  0.034
H  -0.164  2.089  0.927  0.129
H  0.028  -0.704  -1.875  0.144

---

5.
DFT (ωB97M-V/def2-TZVPD) results for a 2-piece molecular cluster, C3H7NO2S2 overall.

Computed properties:
Orbital gap ... 4.09 eV
2S+1 ... 1
HOMO ... -9.0 eV

Each line ends with the Löwdin charge.
Geometry (Å):
N  -1.008  1.508  -1.169  0.101
C  -0.139  0.414  -1.063  -0.379
C  0.840  0.418  0.184  -0.623
O  2.027  0.308  -0.092  0.090
O  0.277  0.489  1.275  0.054
C  -0.987  -0.844  -1.099  -0.590
S  -2.092  -0.780  -2.491  0.765
S  1.429  -1.316  3.362  0.468
H  -0.626  2.310  -1.654  0.116
H  -1.895  1.206  -1.652  0.030
H  0.539  0.314  -1.938  0.157
H  1.921  -0.104  2.938  -0.180
H  -0.371  -1.746  -1.139  0.100
H  -1.570  -0.944  -0.169  0.102
H  1.657  -1.233  4.708  -0.212

---

6.
DFT (ωB97M-V/def2-TZVPD) results for C3H7NO2S2 as an isolated structure.

Computed properties:
Orbital gap ... 9.40 eV
2S+1 ... 1
HOMO ... -8.8 eV

Each line ends with the Löwdin charge.
Geometry (Å):
C  -2.560  -1.273  -0.312  -0.399
C  2.385  1.314  -0.547  -0.405
C  -0.233  0.389  -0.511  -0.777
N  -1.039  1.918  0.419  -0.411
O  -2.195  1.988  0.231  0.020
O  -0.326  2.652  1.013  0.041
S  -1.643  -0.185  -1.473  0.806
S  0.972  1.075  -1.561  0.830
H  -3.150  -2.168  -0.752  0.067
H  -3.459  -0.784  0.171  0.047
H  -1.959  -1.657  0.506  0.025
H  3.030  1.933  -0.989  -0.017
H  2.943  0.461  -0.394  0.006
H  2.082  1.722  0.540  0.108
H  0.081  -0.405  0.161  0.061

---

7.
DFT (ωB97M-V/def2-TZVPD) results for a 2-piece molecular cluster, C3H7NO2S2 overall.

Computed properties:
Orbital gap (alpha / beta) ... 7.99 / 5.92 eV
2S+1 ... 3
HOMO (alpha / beta) ... -7.7 / -9.2 eV

Each line ends with the Löwdin charge.
Geometry (Å):
C  -1.342  1.537  -0.984  -0.548
C  -0.129  -0.648  -1.018  -0.670
C  -1.187  0.186  -0.385  -0.768
N  2.290  -0.606  1.509  -0.044
O  -0.391  2.011  -1.613  0.084
O  -2.533  2.144  -0.779  0.069
S  0.190  -2.313  -0.615  0.735
S  -1.949  -0.297  0.947  0.895
H  -0.224  -0.566  -2.171  0.126
H  0.773  -0.134  -0.622  0.062
H  0.592  -2.015  0.608  -0.175
H  2.433  -0.930  2.536  0.056
H  1.443  0.022  1.388  0.020
H  3.219  -0.129  1.332  0.038
H  -3.186  1.738  -0.134  0.118

---

8.
DFT (ωB97M-V/def2-TZVPD) results for a 2-piece molecular cluster, C3H7NO3 overall.

Computed properties:
Orbital gap ... 7.37 eV
2S+1 ... 1
HOMO ... -7.0 eV

Each line ends with the Löwdin charge.
Geometry (Å):
C  -1.928  -2.737  0.402  -0.439
C  1.261  1.159  1.093  -0.135
C  0.707  0.270  -1.265  -0.140
N  0.108  0.910  0.275  -0.100
O  -2.123  -2.064  1.324  0.190
O  -1.681  -3.320  -0.535  0.246
O  -0.479  0.255  -2.162  -0.195
H  1.024  1.580  2.122  0.093
H  1.544  0.126  1.506  0.111
H  1.906  1.754  0.424  0.088
H  0.871  -0.713  -0.909  -0.011
H  -0.384  1.762  0.053  0.127
H  -0.530  0.156  0.563  0.121
H  -0.294  0.862  -2.890  0.045

---

9.
DFT (ωB97M-V/def2-TZVPD) results for one molecule with the formula C3H7NO3.

Computed properties:
Orbital gap ... 9.29 eV
2S+1 ... 1
SMILES string ... CO[C@@](C)(O)N=O
HOMO ... -9.7 eV

Each line ends with the Löwdin charge.
Geometry (Å):
C  1.738  0.852  -0.250  -0.065
O  0.331  1.222  -0.142  -0.060
C  -0.515  0.201  0.129  -0.664
C  -0.347  -1.266  -0.361  0.024
O  -0.705  -0.057  1.554  0.002
N  -1.753  0.505  -0.548  0.063
O  -2.797  0.380  0.091  0.031
H  2.237  1.865  -0.360  0.107
H  1.996  0.168  -1.133  0.097
H  2.267  0.227  0.542  0.107
H  -1.311  -1.700  -0.403  0.074
H  0.259  -1.630  0.480  0.104
H  0.117  -1.183  -1.368  0.100
H  -1.517  0.416  1.771  0.079

---

10.
DFT (ωB97M-V/def2-TZVPD) results for a 2-piece molecular cluster, C3H7NO3 overall.

Computed properties:
Orbital gap ... 10.03 eV
2S+1 ... 1
SMILES string ... O=CCNC=O.O
HOMO ... -9.7 eV

Each line ends with the Löwdin charge.
Geometry (Å):
O  -1.175  0.883  -1.149  0.036
C  -0.113  1.447  -0.926  -0.168
C  0.849  1.081  0.221  -0.091
N  0.476  -0.281  0.823  0.013
C  1.381  -1.367  0.754  -0.247
O  2.414  -1.116  0.100  -0.029
H  0.270  2.304  -1.468  0.118
H  1.797  0.988  -0.408  0.143
H  0.592  1.639  1.115  0.127
H  -0.530  -0.302  0.929  0.090
H  1.118  -2.155  1.355  0.101
O  -2.354  -1.142  -0.063  -0.087
H  -1.972  -0.353  -0.494  -0.038
H  -2.753  -1.627  -0.787  0.033

---

11.
DFT (ωB97M-V/def2-TZVPD) results for a 2-piece molecular cluster, C3H7NO3 overall.

Computed properties:
Orbital gap ... 10.72 eV
2S+1 ... 1
SMILES string ... O=CCNC=O.O
HOMO ... -10.3 eV

Each line ends with the Löwdin charge.
Geometry (Å):
O  -1.736  2.368  -0.501  0.056
C  -0.841  1.929  0.175  -0.220
C  0.203  1.050  -0.481  -0.122
N  1.165  0.567  0.505  0.013
C  1.218  -0.723  0.931  -0.295
O  0.306  -1.501  0.694  0.004
H  -0.852  2.181  1.242  0.125
H  -0.180  0.125  -0.931  0.126
H  0.692  1.532  -1.329  0.136
H  2.072  0.992  0.432  0.127
H  2.056  -0.998  1.580  0.140
O  -1.694  -2.766  -0.672  -0.077
H  -0.960  -2.387  -0.145  -0.021
H  -1.451  -2.370  -1.501  0.008

---

12.
DFT (ωB97M-V/def2-TZVPD) results for C3H7NO3 as an isolated structure.

Computed properties:
Orbital gap ... 9.44 eV
2S+1 ... 1
HOMO ... -9.8 eV

Each line ends with the Löwdin charge.
Geometry (Å):
C  -1.136  0.612  0.370  -0.141
C  -1.908  -0.539  -0.275  -0.092
N  0.739  0.442  0.883  0.193
C  0.410  0.560  -0.358  -0.518
O  2.726  0.217  0.691  -0.137
O  2.919  -0.823  -0.260  -0.065
O  0.822  0.292  -1.457  0.085
H  2.636  -0.366  -1.085  0.082
H  1.960  -0.172  1.360  0.122
H  -1.360  0.663  1.437  0.116
H  -1.500  1.582  0.016  0.117
H  -2.977  -0.424  -0.097  0.078
H  -1.749  -0.546  -1.352  0.075
H  -1.582  -1.498  0.128  0.086

---

We obtain strongest force on any atom values of 0.51; 0.32; 2.86; 3.85; 4.52; 5.89; 2.70; 3.16; 3.86; 7.21; 1.91; 4.33 eV Å⁻¹ for the records listed above, in that order.
We obtain ΔE to the lowest compared entry with this formula, charge and spin values of 1.221; 0.577; 0.984; 3.186; 5.702; 5.333; 0.000; 4.388; 5.084; 2.800; 1.900; 8.124 eV for the records listed above, in that order.
We obtain energy values of -323.73610; -323.75977; -721.86817; -721.84558; -1119.93072; -1119.94427; -1120.00767; -398.87639; -398.85081; -398.93476; -398.96782; -398.73909 hartree for the records listed above, in that order.